64
Properties=species:S:1:pos:R:3:forces:R:3:nbo_charge:R:1 method="wB97M-V/def2-TZVPD" energy_ev=-118919.8679 e_homo_ev=-8.655 relative_energy_kcal_mol=0.00 total_charge=0 homo_lumo_gap_ev=9.018 smiles="CCOCCCNC(=O)C1CCN(S(=O)(=O)c2cc(Br)cc3c2N(C(=O)CC)CC3)CC1" lumo_ev=0.4
C -0.8283 -0.1850 -3.2890 -0.3461 -0.0827 0.1141 -0.494
C -3.2689 0.6540 0.7007 -0.4447 -0.3242 -0.5644 -0.225
O -0.9799 -0.1496 -0.8916 -0.1870 -0.2355 0.0246 -0.658
S -1.5449 2.6323 0.1013 0.1720 0.1056 0.1664 2.358
N 0.6448 1.0930 -1.8349 -0.0933 0.0427 -0.0450 -0.450
C 1.0293 1.7797 -0.6882 0.3072 0.0570 0.3242 0.154
H -0.7008 -0.2754 1.0108 0.0601 0.0180 0.0940 0.453
H 0.1697 -2.3514 -0.0422 0.0477 -0.0653 0.0042 0.177
H 2.5773 -1.9107 -2.6306 -0.1074 -0.0429 -0.0402 0.171
O -1.7954 3.9461 0.6258 0.0641 -0.1676 0.2588 -0.939
H -3.9559 0.9422 3.3455 -0.0127 0.0152 0.0307 0.207
C -2.3204 -0.4994 -3.3229 0.1651 0.0061 0.0189 -0.602
H 1.2621 -3.7425 0.1601 -0.0262 0.0701 -0.0250 0.167
H 1.4807 -0.5097 2.9443 0.0181 0.0854 -0.1679 0.225
H -1.1285 1.9374 2.8409 -0.0477 0.0200 0.1310 0.207
H -0.2539 -1.0735 -3.5692 0.0877 0.0712 -0.0054 0.225
H 3.8301 -3.8590 -1.6907 0.1112 -0.0086 0.0078 0.214
O -0.6223 -1.2571 4.0053 0.1627 -0.1363 0.4404 -0.653
Br 3.0586 4.0288 2.8231 -0.0270 -0.0063 -0.0148 0.071
C 2.2401 3.1194 1.3786 0.0041 0.0015 0.0632 -0.088
H -3.2117 0.5769 -0.3833 -0.1965 -0.0993 0.0773 0.252
N -0.2903 -0.5645 1.8893 0.1694 -0.0544 -0.2893 -0.668
H 1.0399 -2.7591 -2.3158 0.0528 0.0648 -0.0240 0.159
C -1.0681 -0.8596 2.9437 -0.4531 0.0107 -0.2238 0.680
C -0.4224 0.2421 -1.8963 0.5558 -0.2690 -0.3899 0.767
H 4.1225 2.6121 0.4623 0.0959 0.0119 0.0150 0.234
H -2.6206 -0.8112 -4.3200 -0.0454 -0.0180 -0.0608 0.211
C -2.1714 1.8550 2.5232 0.0704 0.4874 0.6380 -0.231
C -2.8766 0.7817 3.3530 0.1307 -0.1163 -0.1478 -0.403
H 3.3822 0.2315 -1.5687 0.0093 -0.0292 -0.0502 0.236
H 1.6092 -0.0947 1.2115 -0.0107 0.0571 0.0521 0.201
H -4.2280 1.1209 0.9645 0.0719 -0.0257 -0.0332 0.180
C 1.5344 -2.2123 1.6409 -0.1544 0.2092 -0.3715 -0.423
C 2.4279 1.8905 -0.6370 -0.4447 0.0059 0.0231 0.059
C 3.0479 2.5361 0.4039 -0.2072 0.0821 0.0796 -0.235
H 2.6079 -2.3280 1.7935 0.0528 -0.0980 0.0421 0.212
H 1.7848 0.1963 -3.3669 -0.0188 0.0594 0.0074 0.214
C 1.7729 1.1005 -2.7614 0.2011 0.0344 -0.4828 -0.195
C 1.1403 -0.7622 1.9356 0.1899 -0.2742 0.2295 -0.224
H 0.2477 3.6362 1.9890 0.0541 0.0849 0.1189 0.256
C 2.8188 -3.9705 -2.0731 -0.2022 0.3438 0.1817 -0.638
H -3.0523 -1.3534 3.4323 0.1645 0.0685 -0.0837 0.238
C 1.1956 -2.6490 0.2204 -0.0403 -0.1973 0.3095 -0.069
C 0.2374 2.4099 0.2530 -0.5558 0.1002 -0.1492 -0.329
H 1.6976 1.9728 -3.4211 0.0466 -0.0933 0.0036 0.199
C -3.1388 -0.7253 1.3608 0.0341 0.2180 -0.0291 -0.418
H -4.1291 -1.1826 1.3977 0.0189 -0.0190 -0.0111 0.219
H -2.6514 2.8330 2.6596 0.0881 -0.1389 0.0859 0.214
H -2.5316 0.8429 4.3855 -0.0529 0.0427 -0.0181 0.240
C 2.0802 -2.6357 -1.9782 0.0707 -0.1201 -0.1803 -0.054
H 2.8650 -4.2859 -3.1119 0.0132 -0.0798 -0.1203 0.213
H 1.0092 -2.8591 2.3444 0.0252 -0.0293 0.0479 0.223
N -2.1691 1.4901 1.1183 0.2562 0.7687 -0.6915 -0.702
H -2.5016 -1.3652 0.7520 -0.0357 -0.0471 -0.0658 0.224
O -1.9437 2.3727 -1.2517 -0.0343 -0.1828 0.1107 -0.944
H -0.5969 0.6144 -3.9930 0.1096 -0.0429 -0.0219 0.221
H 3.8115 1.7883 -2.3064 -0.0118 -0.0084 -0.0360 0.229
O 2.1049 -2.0566 -0.6938 0.1351 0.1826 0.1406 -0.560
C 0.8614 3.0915 1.2901 0.1729 0.0978 0.1901 -0.208
H -2.5555 -1.2921 -2.6173 -0.0564 -0.0429 0.0243 0.218
C 3.0055 1.2192 -1.8478 0.0027 -0.1868 -0.0060 -0.451
H -2.8804 0.3890 -3.0424 -0.1273 0.0337 0.0069 0.224
C -2.5732 -0.6115 2.7854 -0.0384 -0.1069 0.2661 -0.300
H 2.3146 -4.7448 -1.5010 -0.0136 -0.1080 0.0205 0.208